Entry 1:
A structure of composition C18H31IMoN6P3, computed with ωB97M-V/def2-TZVPD.

## Properties
Orbital gap (spin up / spin down) ... 6.11 / 6.11 eV
Net charge ... +3

Geometry (Å):
Mo (-0.58866, 0.25436, 0.18509)
C (4.91444, -0.97434, 0.04469)
N (3.76074, -0.11194, 0.08769)
C (3.75834, 1.24106, 0.12819)
C (2.44744, 1.62946, 0.14769)
N (1.64484, 0.53376, 0.11829)
C (2.48004, -0.52054, 0.08139)
P (1.97424, -2.28454, 0.12189)
C (0.82294, -1.98794, -1.29181)
N (0.04794, -0.89704, -1.43631)
C (-0.37516, -0.88574, -2.72701)
C (0.15164, -1.97254, -3.37011)
N (0.90104, -2.64574, -2.46341)
C (1.65864, -3.83934, -2.72931)
C (0.92564, -1.95434, 1.60359)
N (0.31874, -0.77894, 1.83199)
C (-0.10196, -0.79874, 3.12279)
C (0.26004, -1.99344, 3.68399)
N (0.90654, -2.70134, 2.72279)
C (1.42834, -4.03354, 2.87579)
H (5.82564, -0.37974, 0.08569)
H (4.90794, -1.65864, 0.89439)
H (4.92384, -1.55834, -0.87751)
H (4.64964, 1.83636, 0.14349)
H (2.05464, 2.62256, 0.17049)
H (-1.00816, -0.10394, -3.11721)
H (0.03234, -2.29064, -4.38791)
H (1.31464, -4.29204, -3.65741)
H (2.72034, -3.61304, -2.83561)
H (1.52754, -4.55714, -1.92061)
H (-0.62776, 0.02876, 3.57229)
H (0.10234, -2.35604, 4.68189)
H (1.07514, -4.45144, 3.81669)
H (1.09254, -4.67774, 2.06219)
H (2.51934, -4.02224, 2.88559)
C (-4.11146, 1.09286, 0.88549)
P (-3.02406, 0.80566, -0.55201)
C (-4.03626, -0.21364, -1.66791)
C (-3.11746, 2.43016, -1.40051)
C (-2.32836, 3.48146, -0.64201)
P (-0.69086, 2.85166, -0.03371)
C (-0.77426, 3.06286, 1.79039)
C (0.36694, 4.25396, -0.56931)
H (-5.10086, 1.36386, 0.50939)
H (-3.74046, 1.90826, 1.51109)
H (-4.21976, 0.19666, 1.49769)
H (-4.81526, 0.42416, -2.09111)
H (-4.51046, -1.02804, -1.12131)
H (-3.43996, -0.62714, -2.48111)
H (-4.17096, 2.71926, -1.47881)
H (-2.73766, 2.31916, -2.42141)
H (-2.89326, 3.84496, 0.22439)
H (-2.14436, 4.33606, -1.29911)
H (-1.10756, 4.07446, 2.03889)
H (0.22164, 2.92046, 2.22139)
H (-1.47456, 2.33726, 2.23559)
H (-0.26546, 5.14476, -0.57481)
H (0.74234, 4.09096, -1.58151)
H (1.19844, 4.44646, 0.10719)
I (-2.27176, -2.04194, 0.63869)

Cartesian forces (eV/Å) of the 6 atoms listed first:
Mo 0.660 -0.779 -0.186
C 0.819 -0.651 -0.016
N -0.920 0.187 0.001
C -0.216 0.651 0.045
C 0.387 0.292 -0.010
N 0.002 -0.133 -0.289

Per-atom Löwdin charges, elementary charge units: atom 1 (Mo): 1.1014, atom 2 (C): 0.0065, atom 3 (N): -0.0969, atom 4 (C): 0.0095, atom 5 (C): -0.0945, atom 6 (N): -0.0825, atom 7 (C): -0.4338, atom 8 (P): 1.2351, atom 9 (C): -0.4501, atom 10 (N): -0.1793, atom 11 (C): -0.0897, atom 12 (C): 0.0130, atom 13 (N): -0.0938, atom 14 (C): 0.0096, atom 15 (C): -0.5219, atom 16 (N): -0.2154, atom 17 (C): -0.1262, atom 18 (C): -0.0007, atom 19 (N): -0.0989, atom 20 (C): 0.0111, atom 21 (H): 0.1163, atom 22 (H): 0.1030, atom 23 (H): 0.1061, atom 24 (H): 0.1480, atom 25 (H): 0.0616, atom 26 (H): 0.1176, atom 27 (H): 0.1513, atom 28 (H): 0.1173, atom 29 (H): 0.1114, atom 30 (H): 0.1035, atom 31 (H): 0.1218, atom 32 (H): 0.1512, atom 33 (H): 0.1163, atom 34 (H): 0.1064, atom 35 (H): 0.1103, atom 36 (C): -0.2449, atom 37 (P): 0.6312, atom 38 (C): -0.2764, atom 39 (C): -0.3916, atom 40 (C): -0.3715, atom 41 (P): 0.8207, atom 42 (C): -0.2352, atom 43 (C): -0.2207, atom 44 (H): 0.0786, atom 45 (H): 0.0430, atom 46 (H): 0.0224, atom 47 (H): 0.0717, atom 48 (H): 0.0238, atom 49 (H): 0.0438, atom 50 (H): 0.1114, atom 51 (H): 0.0988, atom 52 (H): 0.1010, atom 53 (H): 0.0980, atom 54 (H): 0.0817, atom 55 (H): 0.0561, atom 56 (H): 0.0349, atom 57 (H): 0.0705, atom 58 (H): 0.0712, atom 59 (H): 0.0557, atom 60 (I): 0.5807

=====

Entry 2:
A structure of composition C18H31N7OPd, computed with ωB97M-V/def2-TZVPD.

## Properties
Orbital gap ... 8.71 eV
Net charge ... +2
ΔE to the lowest compared entry with this formula, charge and spin ... 0.000 eV

Geometry (Å):
Pd (0.07186, 0.38670, -0.46412)
O (0.71813, 1.77275, -1.90384)
C (0.68044, 1.28065, -3.25510)
C (-0.28702, 0.13526, -3.32082)
C (-0.75687, -0.30187, -4.54886)
C (-1.70200, -1.30955, -4.58957)
C (-2.17731, -1.83075, -3.39364)
C (-1.66015, -1.35601, -2.20950)
N (-0.70371, -0.41314, -2.16766)
H (1.42754, 2.41486, -1.78558)
H (1.68006, 0.97318, -3.57087)
H (0.33172, 2.07424, -3.91769)
H (-0.39515, 0.16277, -5.45644)
H (-2.08549, -1.66296, -5.53709)
H (-2.94932, -2.58651, -3.37531)
H (-2.01665, -1.72068, -1.25749)
C (3.12528, 2.09595, 2.82019)
N (2.03820, 2.92652, 2.30762)
C (2.26848, 4.36810, 2.16334)
C (1.09961, 4.80053, 1.29094)
N (0.67779, 3.54455, 0.64467)
C (-0.69357, 3.53804, 0.13673)
C (1.15326, 2.50176, 1.38576)
N (0.77530, 1.25133, 1.21404)
C (0.80579, 0.31553, 2.34651)
C (-0.42655, -0.55352, 2.19739)
N (-0.39717, -1.05878, 0.81653)
C (-0.70895, -2.32540, 0.56394)
N (-0.06693, -3.08676, -0.34104)
C (1.15556, -2.74912, -1.03429)
C (-0.71400, -4.39088, -0.47434)
C (-1.56742, -4.45694, 0.79319)
N (-1.68885, -3.04050, 1.14661)
C (-2.68316, -2.56244, 2.09046)
H (4.00524, 2.72428, 2.93905)
H (3.36498, 1.30263, 2.11306)
H (2.88698, 1.66037, 3.78852)
H (3.23085, 4.53442, 1.67305)
H (2.28000, 4.86280, 3.13184)
H (1.36991, 5.54864, 0.54985)
H (0.27579, 5.18695, 1.89665)
H (-0.94416, 4.55512, -0.15514)
H (-1.39833, 3.20887, 0.90480)
H (-0.80027, 2.91081, -0.74279)
H (0.76130, 0.86305, 3.28905)
H (1.70331, -0.30675, 2.34014)
H (-1.31714, 0.04661, 2.39918)
H (-0.38823, -1.38019, 2.90711)
H (1.65843, -1.94352, -0.50297)
H (0.96609, -2.43762, -2.06445)
H (1.80696, -3.62183, -1.05420)
H (0.03270, -5.18058, -0.52008)
H (-1.31995, -4.43155, -1.38400)
H (-1.08239, -5.01669, 1.59593)
H (-2.55107, -4.88471, 0.61310)
H (-3.56457, -3.19409, 2.00265)
H (-2.96912, -1.54293, 1.84161)
H (-2.33609, -2.60099, 3.12339)

Cartesian forces (eV/Å) of the 6 atoms listed first:
Pd 0.241 -0.045 0.040
O -0.060 0.012 -0.242
C 0.080 -0.024 -0.058
C -0.071 -0.035 -0.029
C 0.008 0.025 0.032
C -0.010 -0.014 0.003

Per-atom Löwdin charges, elementary charge units: atom 1 (Pd): 1.0532, atom 2 (O): -0.1692, atom 3 (C): -0.1067, atom 4 (C): -0.2302, atom 5 (C): 0.0172, atom 6 (C): -0.0012, atom 7 (C): -0.0124, atom 8 (C): -0.1003, atom 9 (N): -0.0240, atom 10 (H): 0.1273, atom 11 (H): 0.1490, atom 12 (H): 0.1480, atom 13 (H): 0.1375, atom 14 (H): 0.1316, atom 15 (H): 0.1250, atom 16 (H): 0.1080, atom 17 (C): -0.0105, atom 18 (N): -0.0657, atom 19 (C): -0.0894, atom 20 (C): -0.0962, atom 21 (N): -0.0882, atom 22 (C): -0.0366, atom 23 (C): -0.3637, atom 24 (N): -0.0558, atom 25 (C): -0.2038, atom 26 (C): -0.2009, atom 27 (N): -0.0688, atom 28 (C): -0.3905, atom 29 (N): -0.0923, atom 30 (C): -0.0225, atom 31 (C): -0.0796, atom 32 (C): -0.0732, atom 33 (N): -0.0695, atom 34 (C): -0.0088, atom 35 (H): 0.1007, atom 36 (H): 0.0961, atom 37 (H): 0.0959, atom 38 (H): 0.1328, atom 39 (H): 0.1367, atom 40 (H): 0.1326, atom 41 (H): 0.1351, atom 42 (H): 0.1028, atom 43 (H): 0.1045, atom 44 (H): 0.0479, atom 45 (H): 0.1274, atom 46 (H): 0.1174, atom 47 (H): 0.1172, atom 48 (H): 0.1260, atom 49 (H): 0.0772, atom 50 (H): 0.0816, atom 51 (H): 0.1037, atom 52 (H): 0.1350, atom 53 (H): 0.1254, atom 54 (H): 0.1378, atom 55 (H): 0.1335, atom 56 (H): 0.1022, atom 57 (H): 0.0951, atom 58 (H): 0.0985

=====

Entry 3:
A structure of composition C18H32As3Cl2GaO9P2, computed with ωB97M-V/def2-TZVPD.

## Properties
Orbital gap ... 8.44 eV
Net charge ... 0
ΔE to the lowest compared entry with this formula, charge and spin ... 0.506 eV

Geometry (Å):
Ga (1.00806, -0.43685, 1.35178)
O (2.46413, 1.81910, 3.94377)
P (3.30750, 0.97639, 2.87781)
O (4.67885, 1.44318, 2.77071)
O (2.43961, 0.83293, 1.62041)
O (3.29726, -0.54650, 3.58519)
P (1.99607, -1.34125, 3.95988)
O (1.92736, -1.44651, 5.52722)
O (2.09671, -2.80135, 3.45822)
O (0.79949, -0.58014, 3.45271)
H (1.56168, 1.48006, 4.02816)
H (2.55542, -2.06719, 5.91736)
Cl (-0.91453, -7.37392, 1.89967)
C (-0.78077, -5.65070, 1.67986)
C (-1.88393, -4.92759, 1.26077)
C (-1.76035, -3.56491, 1.08570)
Cl (-3.14184, -2.65734, 0.53224)
C (-0.56251, -2.86725, 1.32796)
O (-0.54798, -1.56375, 1.14415)
C (0.54510, -3.63954, 1.73741)
C (1.91906, -3.04629, 1.94094)
O (2.20010, -1.92576, 1.27013)
C (0.42182, -5.01297, 1.90490)
H (-2.82715, -5.41821, 1.06658)
H (2.68215, -3.81112, 1.78258)
H (1.28471, -5.59181, 2.21132)
C (2.36064, 0.41425, -2.34142)
As (0.98200, -0.40094, -1.24710)
C (1.08420, -2.23609, -1.84831)
C (-0.73045, 0.08392, -2.05865)
C (-1.41358, 1.39982, -1.65120)
C (-2.64927, 1.57584, -2.54458)
C (-1.97374, 1.32673, -0.21313)
As (-0.80942, 1.36348, 1.35202)
C (-2.15958, 1.11132, 2.71171)
C (-0.32195, 3.22074, 1.62135)
C (-0.46312, 2.60048, -1.76433)
As (0.24050, 3.39609, -3.44570)
C (0.14724, 2.00341, -4.82647)
C (-1.35067, 4.38877, -4.01179)
H (2.31867, 0.01796, -3.35520)
H (3.31941, 0.15874, -1.89182)
H (2.27248, 1.49898, -2.35981)
H (0.91796, -2.27483, -2.92514)
H (0.32863, -2.82651, -1.33238)
H (2.06804, -2.63156, -1.60473)
H (-1.38503, -0.75423, -1.80067)
H (-0.57939, 0.05521, -3.13987)
H (-3.36484, 0.77215, -2.35889)
H (-2.39213, 1.55345, -3.60176)
H (-3.14674, 2.52522, -2.33561)
H (-2.54203, 0.39963, -0.09127)
H (-2.66845, 2.15881, -0.06135)
H (-2.94605, 1.85673, 2.59396)
H (-1.70408, 1.20385, 3.69573)
H (-2.56934, 0.10819, 2.60680)
H (-1.17589, 3.86935, 1.42608)
H (0.51238, 3.49424, 0.98078)
H (-0.00589, 3.33768, 2.65758)
H (0.43270, 2.40603, -1.16468)
H (-0.93755, 3.46970, -1.29482)
H (0.88111, 1.22309, -4.64126)
H (0.41658, 2.49874, -5.75993)
H (-0.83987, 1.56183, -4.94206)
H (-1.62900, 5.09839, -3.23313)
H (-2.19600, 3.73820, -4.22814)
H (-1.09451, 4.95246, -4.90823)

Cartesian forces (eV/Å) of the 6 atoms listed first:
Ga -0.160 0.006 -0.203
O -0.037 0.054 0.059
P 0.016 -0.117 -0.057
O -0.031 -0.008 -0.014
O -0.026 -0.083 0.097
O 0.045 0.024 0.043

Per-atom Löwdin charges, elementary charge units: atom 1 (Ga): -0.0256, atom 2 (O): -0.1102, atom 3 (P): 0.2846, atom 4 (O): -0.2270, atom 5 (O): -0.2829, atom 6 (O): -0.2050, atom 7 (P): 0.3577, atom 8 (O): -0.0383, atom 9 (O): -0.1028, atom 10 (O): -0.2344, atom 11 (H): 0.0556, atom 12 (H): 0.1079, atom 13 (Cl): 0.6509, atom 14 (C): -0.6663, atom 15 (C): -0.1306, atom 16 (C): -0.5629, atom 17 (Cl): 0.6904, atom 18 (C): -0.3550, atom 19 (O): -0.2011, atom 20 (C): -0.0838, atom 21 (C): -0.3412, atom 22 (O): -0.1279, atom 23 (C): -0.0537, atom 24 (H): 0.1062, atom 25 (H): 0.1543, atom 26 (H): 0.1206, atom 27 (C): -0.2592, atom 28 (As): 1.2098, atom 29 (C): -0.2428, atom 30 (C): -0.2953, atom 31 (C): -0.6486, atom 32 (C): -0.0628, atom 33 (C): -0.3062, atom 34 (As): 1.1934, atom 35 (C): -0.2466, atom 36 (C): -0.2572, atom 37 (C): -0.3953, atom 38 (As): 1.1323, atom 39 (C): -0.3397, atom 40 (C): -0.3469, atom 41 (H): 0.0257, atom 42 (H): 0.0405, atom 43 (H): 0.0014, atom 44 (H): 0.0385, atom 45 (H): 0.0319, atom 46 (H): 0.0418, atom 47 (H): 0.0835, atom 48 (H): 0.0678, atom 49 (H): 0.0938, atom 50 (H): 0.0566, atom 51 (H): 0.0889, atom 52 (H): 0.0703, atom 53 (H): 0.0881, atom 54 (H): 0.0380, atom 55 (H): 0.0348, atom 56 (H): 0.0322, atom 57 (H): 0.0358, atom 58 (H): 0.0286, atom 59 (H): 0.0316, atom 60 (H): 0.0264, atom 61 (H): 0.0652, atom 62 (H): -0.0087, atom 63 (H): 0.0206, atom 64 (H): 0.0090, atom 65 (H): 0.0191, atom 66 (H): 0.0081, atom 67 (H): 0.0163

=====

The highest net charge belongs to which entry?
C18H31IMoN6P3

=====

Number 2 is which compound?
C18H31N7OPd

=====

Among the records above, which one has the highest net charge?
C18H31IMoN6P3